# 1
C7H17ClNOPS | ωB97M-V with the def2-TZVPD basis set

The geometry in XYZ format:
```
29
Properties=species:S:1:pos:R:3:mulliken_charge:R:1
C 2.83 1.31 1.46 -0.98
C -2.41 0.15 1.10 -1.40
C -2.32 -2.35 0.97 -1.54
C 1.41 0.58 -2.14 -0.39
C 1.24 1.54 1.67 -0.30
C 1.04 -0.61 -3.09 -0.49
C -1.68 -1.02 0.53 1.19
N -0.27 -0.85 0.69 -0.81
O -1.28 1.46 -1.78 -0.63
P -0.01 1.06 -1.07 0.76
S 0.59 2.51 0.26 -0.17
Cl -0.03 -1.70 -2.31 -0.12
H 3.45 2.14 1.11 0.32
H 3.19 1.10 2.47 0.35
H 2.97 0.60 0.61 0.17
H -2.97 0.82 0.43 0.32
H -3.24 0.00 1.75 0.44
H -1.73 0.92 1.56 0.14
H -1.80 -3.21 0.59 0.35
H -3.42 -2.40 1.01 0.38
H -2.09 -2.58 2.15 0.30
H 1.66 1.54 -2.65 0.36
H 2.21 0.17 -1.48 0.16
H 1.13 2.21 2.51 0.43
H 0.69 0.59 1.63 0.26
H 2.05 -1.23 -3.24 0.33
H 0.55 -0.35 -4.16 0.30
H -2.01 -0.98 -0.58 0.09
H 0.28 -1.41 0.00 0.17
```

## Properties
- gap between HOMO and LUMO (spin up / spin down) (Eh) = 0.2870 / 0.2838
- energy (hartree) = -1606.52361
- total charge = 0
- energy above the lowest of the compared OMol25 structures with the same formula, charge and spin (eV) = 3.076
- HOMO energy (spin up / spin down) (eV) = -8.48 / -8.35


# 2
C7H17N | ωB97M-V with the def2-TZVPD basis set

The geometry in XYZ format:
```
25
Properties=species:S:1:pos:R:3:mulliken_charge:R:1
C -3.46 -0.06 0.52 -0.85
N 0.22 0.23 0.45 -0.37
C 0.12 -0.63 -0.51 0.35
C 1.70 0.08 0.81 0.46
C 2.33 -1.28 1.22 -1.46
C 2.67 0.80 -0.11 -1.52
C -0.10 -0.22 -1.93 -1.51
C -3.05 1.06 -0.44 -0.34
H -2.55 -0.29 1.07 0.26
H -3.89 -0.88 -0.06 0.23
H -4.27 0.14 1.23 0.32
H 0.03 -1.71 -0.29 0.32
H 1.77 0.63 1.75 0.21
H 3.28 -1.00 1.65 0.44
H 1.72 -1.92 1.85 0.35
H 2.54 -1.87 0.32 0.34
H 2.38 1.82 -0.38 0.39
H 3.61 0.99 0.41 0.46
H 2.99 0.34 -1.05 0.31
H 0.42 -0.93 -2.57 0.41
H -1.16 -0.35 -2.20 0.49
H 0.21 0.81 -2.09 0.33
H -3.58 1.19 -1.39 0.36
H -2.95 2.07 -0.05 0.28
H -2.07 0.74 -0.79 -0.27
```

## Properties
- gap between HOMO and LUMO (Eh) = 0.3085
- energy (hartree) = -331.53338
- total charge = 0
- energy above the lowest of the compared OMol25 structures with the same formula, charge and spin (eV) = 3.742
- HOMO energy (eV) = -7.94